(1)
Below is C7H7NO2 as an isolated structure at a distorted geometry, with properties calculated with ωB97M-V/def2-TZVPD.

Properties
Gap between HOMO and LUMO = 0.35876 Ha
HOMO energy = -9.7 eV

ORCA input file:
```
! RIJCOSX wB97M-V def2-TZVPD def2/J DEFGRID3
* xyz 0 1
O -1.27 -0.35 -1.99
C -1.01 0.02 -0.89
C -1.67 0.91 0.14
C -0.72 0.31 1.21
C 0.14 -0.39 0.11
C 0.35 -1.83 0.23
C 0.55 -3.02 0.30
C 1.45 0.31 -0.26
N 1.50 1.60 -0.57
H -1.46 1.97 -0.08
H -2.75 0.77 0.26
H -0.20 1.03 1.85
H -1.22 -0.44 1.83
H 0.68 -4.08 0.38
O 2.18 -0.27 -1.13
H 1.11 2.21 0.13
H 2.33 1.23 -1.52
*
```

Results of the natural (NBO) charge analysis, in e, for atoms 1 through 2:
1. O -0.462
2. C 0.657



(2)
Below is one molecule with the formula C7H7NO2 at a distorted geometry, with properties calculated with ωB97M-V/def2-TZVPD.

Properties
Gap between HOMO and LUMO (alpha / beta) = 0.32789 / 0.32786 Ha
Structure (SMILES) = N#CC1=C(CCCC=O)O1
HOMO energy (alpha / beta) = -8.6 / -8.6 eV

ORCA input file:
```
! RIJCOSX wB97M-V def2-TZVPD def2/J DEFGRID3
* xyz 0 1
C -2.84 -0.73 -0.22
C -1.18 1.25 0.53
C 0.28 1.42 0.48
C 0.98 0.67 -0.59
C 0.83 -0.89 -0.71
C 1.30 -1.62 0.55
C -2.23 0.56 -0.05
N -3.13 -1.80 -0.43
O -2.25 1.57 1.19
O 1.51 -1.10 1.60
H 0.34 2.44 0.44
H 0.58 1.11 1.44
H 0.79 1.18 -1.56
H 2.06 0.80 -0.30
H -0.13 -1.10 -1.23
H 1.59 -1.15 -1.45
H 1.50 -2.62 0.32
*
```

Results of the natural (NBO) charge analysis, in e, for atoms 1 through 2:
1. C 0.209
2. C 0.517



(3)
Below is one molecule with the formula C7H7NO3 at a distorted geometry, with properties calculated with ωB97M-V/def2-TZVPD.

Properties
Gap between HOMO and LUMO = 0.34978 Ha
Structure (SMILES) = Cc1nccc(C(=O)O)c1O
HOMO energy = -9.5 eV

ORCA input file:
```
! RIJCOSX wB97M-V def2-TZVPD def2/J DEFGRID3
* xyz 0 1
C -2.80 0.80 -1.06
C -1.70 0.41 -0.05
C -0.95 0.15 2.15
C 0.32 -0.22 1.67
C 0.59 -0.23 0.33
C 2.03 -0.48 -0.06
C -0.42 0.03 -0.57
H -3.84 0.81 -0.63
H -2.56 1.80 -1.44
H -2.76 0.06 -1.95
H -1.15 0.39 3.19
H 1.17 -0.40 2.33
H 1.40 -0.41 -1.89
H -1.08 0.27 -2.32
N -1.94 0.39 1.32
O 2.24 -0.49 -1.42
O 2.96 -0.54 0.72
O -0.21 0.03 -1.91
*
```

Results of the natural (NBO) charge analysis, in e, for atoms 1 through 2:
1. C -0.665
2. C 0.142



(4)
Below is an isolated ion of composition C7H7O3 and charge -1 at a distorted geometry, with properties calculated with ωB97M-V/def2-TZVPD.

Properties
Gap between HOMO and LUMO = 0.25874 Ha
HOMO energy = -3.6 eV

ORCA input file:
```
! RIJCOSX wB97M-V def2-TZVPD def2/J DEFGRID3
* xyz -1 1
C -0.93 1.47 -2.19
C -1.16 0.94 0.11
C 0.17 0.62 -2.29
C -1.60 2.58 -2.66
C 0.43 -0.31 -1.05
C 0.10 0.32 0.25
C 0.25 -0.73 1.32
O -2.13 1.08 0.79
O 0.82 0.40 -3.33
O -1.49 3.05 -3.80
H -2.18 3.11 -1.78
H -0.33 -1.15 -1.04
H 1.43 -0.83 -1.01
H 0.70 1.30 0.40
H 1.25 -1.05 1.19
H -0.45 -1.47 1.47
H 0.25 -0.09 2.23
*
```

Results of the natural (NBO) charge analysis, in e, for atoms 1 through 2:
1. C -0.308
2. C 0.616



(5)
Below is C7H7O6SSm as an isolated structure at a distorted geometry, with properties calculated with ωB97M-V/def2-TZVPD.

Properties
Gap between HOMO and LUMO (alpha / beta) = 0.25708 / 0.27143 Ha
HOMO energy (alpha / beta) = -16.8 / -16.8 eV

ORCA input file:
```
! RIJCOSX wB97M-V def2-TZVPD def2/J DEFGRID3
* xyz 2 6
O -0.64 4.14 -4.68
C -0.68 3.52 -3.73
Sm -1.51 1.42 -1.36
C -2.32 -0.14 0.42
O -2.82 -0.91 1.12
C -0.10 1.49 0.53
O 0.72 1.89 1.24
C -2.03 3.16 0.38
O -2.29 3.90 1.22
C 0.18 -0.33 -1.95
O 1.07 -0.80 -2.51
H 0.29 2.31 -1.29
C 0.23 -2.62 1.96
S 0.26 -1.30 0.71
C 2.09 -1.26 0.50
O -0.38 -1.95 -0.53
H 0.84 -2.35 2.84
H 0.63 -3.53 1.51
H -0.80 -2.81 2.25
H 2.35 -2.22 0.03
H 2.35 -0.41 -0.16
H 2.56 -1.18 1.50
*
```

Results of the Löwdin charge analysis, in e, for atoms 1 through 2:
1. O 0.127
2. C 0.002



(6)
Below is C7H8 as an isolated structure, with properties calculated with ωB97M-V/def2-TZVPD.

Properties
Gap between HOMO and LUMO = 0.41152 Ha
HOMO energy = -10.5 eV

ORCA input file:
```
! RIJCOSX wB97M-V def2-TZVPD def2/J DEFGRID3
* xyz 0 1
C 0.95 1.12 -0.60
C 0.04 0.08 0.08
C -1.08 0.78 0.87
C -0.52 -0.85 -0.92
C -0.94 -1.67 -1.70
C 0.85 -0.76 1.02
C 1.56 -1.36 1.88
H 1.76 0.64 -1.14
H 1.38 1.79 0.16
H 0.36 1.72 -1.30
H -1.69 1.39 0.18
H -1.73 0.05 1.36
H -0.65 1.44 1.62
H -1.29 -2.41 -2.38
H 0.99 -1.97 0.87
*
```

Results of the natural (NBO) charge analysis, in e, for atoms 1 through 2:
1. C -0.572
2. C -0.190



(7)
Below is C7H8 as an isolated structure at a distorted geometry, with properties calculated with ωB97M-V/def2-TZVPD.

Properties
Gap between HOMO and LUMO = 0.35384 Ha
HOMO energy = -8.8 eV

ORCA input file:
```
! RIJCOSX wB97M-V def2-TZVPD def2/J DEFGRID3
* xyz 0 1
C 2.36 0.73 -0.16
C 2.70 -0.49 -0.13
C 1.34 1.73 -0.13
C 0.37 0.82 -0.25
C 1.08 -0.54 -0.28
C -1.09 1.11 -0.28
C 0.62 -1.44 0.84
H 1.34 2.76 -0.12
H 1.00 -0.92 -1.27
H -1.51 0.20 -0.18
H -1.32 1.57 -1.22
H -1.46 1.68 0.56
H 0.83 -1.05 1.88
H 1.18 -2.46 0.94
H -0.43 -1.51 0.79
*
```

Results of the natural (NBO) charge analysis, in e, for atoms 1 through 2:
1. C 0.039
2. C -0.184



(8)
Below is one molecule with the formula C7H8 at a distorted geometry, with properties calculated with ωB97M-V/def2-TZVPD.

Properties
Gap between HOMO and LUMO (alpha / beta) = 0.26753 / 0.27319 Ha
HOMO energy (alpha / beta) = -8.0 / -8.5 eV

ORCA input file:
```
! RIJCOSX wB97M-V def2-TZVPD def2/J DEFGRID3
* xyz 0 1
C -0.69 0.74 0.37
C -1.67 2.08 0.00
C -1.04 -0.59 0.12
C -2.15 -1.16 -0.36
C 0.33 -1.04 0.49
C 0.74 0.50 0.63
C 1.66 1.05 -0.53
H -2.33 -2.13 -0.69
H -3.05 -0.40 -0.58
H 0.43 -1.80 1.33
H 0.96 -1.67 -0.20
H 1.06 0.73 1.74
H 1.28 0.66 -1.51
H 2.73 0.85 -0.31
H 1.73 2.17 -0.51
*
```

Results of the natural (NBO) charge analysis, in e, for atoms 1 through 2:
1. C -0.227
2. C 0.229



(9)
Below is one molecule with the formula C7H8 at a distorted geometry, with properties calculated with ωB97M-V/def2-TZVPD.

Properties
Gap between HOMO and LUMO = 0.35360 Ha
HOMO energy = -8.8 eV

ORCA input file:
```
! RIJCOSX wB97M-V def2-TZVPD def2/J DEFGRID3
* xyz 0 1
C -1.86 -0.28 -0.22
C -2.20 0.91 -0.52
C -0.98 -1.43 -0.02
C 0.14 -0.76 -0.21
C -0.45 0.66 -0.48
C 1.55 -1.23 -0.20
C -0.16 1.81 0.72
H -1.20 -2.47 0.14
H -0.21 0.97 -1.45
H 1.56 -1.94 0.68
H 2.39 -0.44 0.00
H 1.67 -1.94 -1.05
H -1.05 1.90 1.16
H 0.12 2.74 0.24
H 0.69 1.52 1.20
*
```

Results of the natural (NBO) charge analysis, in e, for atoms 1 through 2:
1. C -0.118
2. C -0.087



(10)
Below is one molecule with the formula C7H8, with properties calculated with ωB97M-V/def2-TZVPD.

Properties
Gap between HOMO and LUMO = 0.40133 Ha
Structure (SMILES) = C#CC[C@H](C)C#C
HOMO energy = -9.9 eV

ORCA input file:
```
! RIJCOSX wB97M-V def2-TZVPD def2/J DEFGRID3
* xyz 0 1
C 0.91 -0.67 -1.52
C 0.29 0.06 -0.32
C -1.11 -0.48 0.08
C -1.88 0.63 0.64
C -2.36 1.67 1.02
C 1.24 0.02 0.80
C 2.09 -0.07 1.65
H 1.02 -1.74 -1.31
H 0.29 -0.54 -2.41
H 1.90 -0.26 -1.72
H 0.15 1.11 -0.60
H -1.62 -0.87 -0.81
H -1.02 -1.31 0.79
H -2.75 2.61 1.34
H 2.85 -0.14 2.39
*
```

Results of the natural (NBO) charge analysis, in e, for atoms 1 through 2:
1. C -0.587
2. C -0.285



(11)
Below is one molecule with the formula C7H8 at a distorted geometry, with properties calculated with ωB97M-V/def2-TZVPD.

Properties
Gap between HOMO and LUMO = 0.35773 Ha
Structure (SMILES) = C[C@@]12[C@@H]3[C@H]4[C@@H]3[C@@H]1[C@H]42
HOMO energy = -8.5 eV

ORCA input file:
```
! RIJCOSX wB97M-V def2-TZVPD def2/J DEFGRID3
* xyz 0 1
C 2.10 0.19 0.07
C 0.62 -0.24 -0.04
C -0.75 -1.35 -0.27
C -1.47 -0.15 -0.82
C -1.49 -0.44 0.66
C -0.31 0.50 0.87
C -0.29 0.78 -0.64
H 2.12 1.29 0.24
H 2.65 -0.23 0.93
H 2.70 0.03 -0.83
H -1.20 -2.35 -0.46
H -2.30 -0.08 -1.50
H -2.35 -0.61 1.30
H -0.04 1.05 1.77
H 0.01 1.62 -1.26
*
```

Results of the natural (NBO) charge analysis, in e, for atoms 1 through 2:
1. C -0.620
2. C 0.022



(12)
Below is one molecule with the formula C7H8, with properties calculated with ωB97M-V/def2-TZVPD.

Properties
Gap between HOMO and LUMO = 0.40238 Ha
Structure (SMILES) = C#CC[C@H](C)C#C
HOMO energy = -9.9 eV

ORCA input file:
```
! RIJCOSX wB97M-V def2-TZVPD def2/J DEFGRID3
* xyz 0 1
C 1.07 0.93 0.03
C 0.17 -0.24 0.52
C -1.05 -0.59 -0.35
C -2.03 0.50 -0.40
C -2.82 1.41 -0.42
C 1.17 -1.32 0.53
C 2.24 -1.86 0.38
H 1.49 0.63 -0.94
H 0.62 1.92 -0.07
H 1.90 0.99 0.73
H -0.20 -0.04 1.53
H -0.73 -0.84 -1.37
H -1.54 -1.49 0.05
H -3.52 2.22 -0.45
H 3.23 -2.23 0.23
*
```

Results of the natural (NBO) charge analysis, in e, for atoms 1 through 2:
1. C -0.589
2. C -0.279



The records above give, respectively, ΔE to the lowest compared entry with this formula, charge and spin values of 119.2 129.9 14.5 113.4 56.6 130.9 136.1 200.0 147.8 88.1 132.4 93.0 kcal/mol.
The records above give, respectively, molar mass values of 137.1 137.1 153.1 139.1 369.6 92.1 92.1 92.1 92.1 92.1 92.1 92.1 g/mol.